{"formula": "C20H44FI2N9O19P", "method": "ωB97M-V with the def2-TZVPD basis set", "energy_ha": -3746.202192, "gap_ev": 8.9, "charge": 1, "e_homo_ha": -0.4424, "species": ["C", "C", "P", "C", "C", "C", "O", "C", "I", "C", "C", "I", "C", "F", "C", "C", "H", "H", "H", "H", "H", "H", "H", "H", "H", "H", "H", "H", "H", "H", "H", "H", "H", "C", "N", "O", "O", "H", "H", "H", "C", "N", "O", "O", "H", "H", "H", "C", "N", "O", "O", "H", "H", "H", "C", "N", "O", "O", "H", "H", "H", "C", "N", "O", "O", "H", "H", "H", "C", "N", "O", "O", "H", "H", "H", "C", "N", "O", "O", "H", "H", "H", "C", "N", "O", "O", "H", "H", "H", "C", "N", "O", "O", "H", "H", "H"], "coordinates": [[3.400357, -0.130931, 0.140247], [2.354657, 0.688648, 0.142999], [1.928552, 1.835097, -1.216690], [0.346578, 2.657544, -0.785479], [-0.784167, 2.137237, -1.787135], [-2.227612, 2.200177, -1.189905], [-1.415583, 0.924035, -1.412309], [3.212501, 3.099825, -1.553570], [3.995634, 3.498732, -3.525380], [3.720250, 3.845209, -0.566874], [4.831185, 4.884334, -0.793575], [3.031670, 3.678566, 1.444762], [1.786323, 0.745501, -2.738932], [1.377913, 1.481365, -3.840816], [3.166205, 0.086994, -3.097205], [3.204259, -1.453046, -2.840570], [4.190951, 0.049913, -0.598660], [3.490074, -0.962292, 0.847840], [1.716988, 0.705079, 1.039231], [0.324483, 3.739338, -0.995843], [-0.033389, 2.426753, 0.219770], [-0.671285, 2.369047, -2.863273], [-2.382890, 1.966690, -0.133682], [-3.033238, 2.309079, -1.928541], [5.216767, 5.190266, 0.194801], [4.461643, 5.762809, -1.342393], [5.687622, 4.400573, -1.295169], [1.102603, -0.076489, -2.465302], [4.000136, 0.630679, -2.616586], [3.319519, 0.247234, -4.179624], [2.362042, -1.811110, -2.222637], [4.138686, -1.660583, -2.290052], [3.291514, -2.046846, -3.761187], [4.113711, -5.229470, -4.819205], [5.019010, -4.796734, -3.719582], [6.116454, -5.304471, -3.664372], [4.587216, -3.956405, -2.947866], [4.627368, -5.972587, -5.419349], [3.221384, -5.649258, -4.362291], [3.874844, -4.350366, -5.412179], [-2.508511, -1.731064, -0.131661], [-2.233697, -3.085607, 0.420021], [-1.384969, -3.755216, -0.136927], [-2.879434, -3.423340, 1.389761], [-1.864198, -1.565606, -0.987505], [-3.555345, -1.702583, -0.423561], [-2.299651, -1.009152, 0.653456], [-0.213711, 1.896424, 4.362215], [-0.049971, 0.819323, 3.349364], [-0.202437, 1.115549, 2.170400], [0.228393, -0.286313, 3.755466], [-0.458233, 2.818690, 3.853383], [-1.014658, 1.600764, 5.029436], [0.732468, 1.982776, 4.892995], [-6.641770, 3.146764, -3.817280], [-5.461478, 3.282000, -2.919517], [-4.976988, 2.256491, -2.459174], [-5.058087, 4.400712, -2.704152], [-6.885994, 2.094153, -3.915918], [-7.462564, 3.694256, -3.361897], [-6.370778, 3.573758, -4.779240], [2.449371, 0.061557, 6.988371], [3.132397, 1.213075, 6.339699], [4.306195, 1.093027, 6.068778], [2.457067, 2.209187, 6.121799], [3.167461, -0.744051, 7.115668], [2.073910, 0.405175, 7.949514], [1.635293, -0.245876, 6.334968], [-4.131992, -0.512644, -3.769489], [-4.754757, -1.467702, -4.724997], [-5.513577, -1.014326, -5.556361], [-4.455919, -2.640615, -4.602869], [-4.485375, 0.485469, -3.994362], [-4.429491, -0.810367, -2.767767], [-3.054016, -0.578845, -3.895421], [5.258894, -3.988474, 6.048174], [4.367073, -2.827498, 6.313139], [4.135083, -2.551410, 7.477014], [3.932479, -2.236534, 5.345367], [5.566743, -4.413445, 6.997402], [4.691747, -4.709626, 5.465755], [6.116554, -3.620901, 5.491220], [-5.734746, -5.098875, -3.655062], [-6.170968, -6.515181, -3.515805], [-7.198647, -6.729258, -2.903400], [-5.462967, -7.358360, -4.028085], [-6.456179, -4.462443, -3.153430], [-4.754846, -5.011249, -3.194567], [-5.690697, -4.871333, -4.715388], [-3.384398, 5.094263, 5.925749], [-2.361261, 4.240021, 5.264058], [-2.344036, 4.221802, 4.047744], [-1.611033, 3.618278, 5.992742], [-3.975687, 5.583997, 5.159624], [-4.004190, 4.445916, 6.539377], [-2.856600, 5.823649, 6.534352]], "forces_ev_per_angstrom": [[0.4, 0.3, -0.7], [-0.3, 0.2, 0.4], [0.6, 0.3, 0.4], [-1.7, -0.6, -2.0], [-1.6, 0.6, 2.8], [2.3, -2.5, -1.2], [0.4, 0.7, -1.8], [0.0, -0.2, -0.1], [-0.6, -0.3, 0.7], [0.5, 0.6, -0.1], [0.0, -0.6, 1.3], [0.2, 0.2, -0.6], [1.4, -0.4, 0.0], [-0.6, -0.1, 0.5], [-0.4, -0.3, -0.2], [0.8, 0.5, 0.5], [-0.3, -0.7, 0.3], [0.2, 0.6, 0.0], [-0.4, -0.1, -0.9], [0.7, -0.3, 0.4], [0.6, 0.1, -0.2], [-0.1, -0.3, 0.7], [-0.3, 1.8, 0.0], [0.4, 0.0, 0.9], [-0.3, 0.1, -0.5], [0.2, -0.4, 0.1], [-0.5, 0.3, -0.1], [-0.3, 0.6, -0.4], [-0.3, -0.4, -0.1], [-0.3, 0.2, 0.5], [0.4, 0.1, -0.4], [-0.5, -0.2, -0.2], [-0.4, 0.4, 0.3], [0.0, -0.2, -0.1], [0.1, -0.1, 0.0], [-0.1, 0.2, 0.1], [0.1, -0.3, -0.1], [0.1, 0.0, 0.1], [0.0, 0.1, 0.0], [-0.1, 0.0, 0.1], [0.1, 0.1, -0.2], [0.0, -0.1, 0.0], [-0.1, 0.1, 0.1], [0.1, 0.0, -0.1], [0.0, -0.1, 0.1], [0.0, 0.0, 0.2], [-0.1, 0.0, 0.0], [0.2, 0.0, -0.3], [0.0, 0.1, 0.3], [0.1, -0.2, -0.1], [0.0, 0.1, -0.3], [-0.1, -0.1, -0.1], [0.1, -0.1, 0.0], [-0.1, -0.1, 0.1], [-0.1, -0.2, -0.1], [-0.2, 0.0, -0.1], [-0.3, 0.3, -0.2], [0.1, -0.2, 0.1], [0.1, 0.0, 0.1], [0.1, 0.1, -0.1], [0.0, 0.1, 0.1], [0.1, -0.2, 0.2], [0.0, -0.2, 0.1], [-0.2, 0.2, 0.0], [0.2, -0.1, -0.1], [-0.2, 0.3, 0.0], [-0.1, 0.1, -0.1], [0.0, 0.1, 0.0], [0.1, 0.2, 0.0], [0.0, 0.1, -0.1], [0.1, -0.2, 0.1], [-0.1, 0.2, 0.0], [-0.1, -0.1, 0.0], [0.1, 0.0, 0.0], [0.0, -0.1, 0.1], [0.1, -0.2, 0.1], [0.1, -0.2, 0.1], [0.0, -0.1, -0.3], [0.0, 0.0, 0.2], [-0.1, 0.1, 0.0], [0.0, 0.1, -0.1], [-0.1, 0.0, -0.1], [-0.1, 0.1, 0.0], [-0.1, 0.0, 0.1], [0.2, -0.1, -0.1], [-0.1, 0.1, 0.1], [0.0, -0.1, 0.0], [0.0, -0.1, -0.1], [0.1, -0.1, 0.0], [-0.2, 0.2, -0.1], [-0.2, 0.1, 0.1], [0.1, -0.1, 0.2], [-0.2, 0.3, -0.1], [0.1, -0.1, 0.0], [0.1, 0.0, 0.1], [0.0, -0.1, 0.1]], "lowdin_charge": [0.016, -0.303, 1.000, -0.205, -0.312, 0.030, -0.148, -0.807, 1.011, -0.818, -0.214, 1.019, -0.392, -0.074, -0.245, -0.098, 0.070, 0.098, 0.048, 0.114, 0.071, 0.142, 0.122, 0.066, 0.054, 0.084, 0.060, 0.129, 0.053, 0.110, 0.085, 0.064, 0.064, 0.050, -0.437, 0.089, 0.029, 0.097, 0.104, 0.097, 0.034, -0.449, 0.063, 0.072, 0.077, 0.095, 0.094, 0.038, -0.416, -0.001, 0.088, 0.071, 0.100, 0.073, 0.063, -0.422, 0.012, 0.096, 0.096, 0.107, 0.108, 0.051, -0.427, 0.084, 0.020, 0.046, 0.109, 0.095, 0.043, -0.434, 0.082, 0.052, 0.068, 0.096, 0.103, 0.055, -0.428, 0.061, 0.064, 0.098, 0.104, 0.104, 0.017, -0.452, 0.066, 0.064, 0.092, 0.095, 0.091, 0.057, -0.423, 0.064, 0.056, 0.097, 0.105, 0.106]}